Entry 1:
This record from OMol25 describes a 8-piece molecular cluster, C14H45N14O13PS2 overall. The level of theory is wB97M-V/def2-TZVPD.

Atoms and positions in Å:
C: 5.136 -1.822 -1.006
C: 4.631 -0.513 -1.635
C: 4.738 -0.682 -3.159
C: 3.215 -0.249 -1.122
C: 2.517 1.026 -1.609
C: 2.037 0.966 -3.075
C: 1.327 1.317 -0.714
O: 0.374 0.240 -0.883
O: -0.901 0.831 -1.258
S: -1.916 0.325 -0.099
O: -3.156 0.958 -0.452
O: -2.055 -1.326 -0.643
P: -1.956 -1.881 -2.124
O: -0.397 -2.041 -2.426
O: -2.457 -3.373 -1.765
S: -2.880 -1.027 -3.558
H: 4.433 -2.611 -1.303
H: 5.127 -1.773 0.082
H: 6.120 -2.096 -1.380
H: 5.277 0.302 -1.297
H: 5.623 -1.262 -3.420
H: 4.771 0.275 -3.686
H: 3.868 -1.223 -3.547
H: 2.583 -1.126 -1.319
H: 3.310 -0.169 -0.033
H: 3.203 1.870 -1.480
H: 2.692 1.529 -3.740
H: 1.983 -0.059 -3.439
H: 1.032 1.391 -3.174
H: 0.836 2.251 -0.984
H: 1.592 1.332 0.345
H: 0.076 -2.550 -1.753
H: -2.510 -3.895 -2.581
C: 6.527 -4.188 -4.506
O: 6.512 -3.562 -3.462
N: 5.378 -4.515 -5.175
N: 7.688 -4.608 -5.095
H: 5.365 -5.022 -6.038
H: 4.514 -4.208 -4.770
H: 8.545 -4.381 -4.627
H: 7.719 -5.121 -5.955
C: -3.137 -4.214 2.257
O: -3.001 -4.752 3.342
N: -4.267 -3.516 1.918
N: -2.179 -4.255 1.283
H: -4.391 -3.072 1.027
H: -4.998 -3.468 2.601
H: -1.335 -4.754 1.489
H: -2.293 -3.811 0.390
C: -0.791 1.642 -6.575
O: -0.265 2.080 -7.583
N: -0.111 1.479 -5.396
N: -2.104 1.264 -6.525
H: -0.533 1.089 -4.572
H: 0.858 1.730 -5.386
H: -2.648 1.339 -7.363
H: -2.521 0.913 -5.684
C: 6.186 0.302 2.330
O: 5.572 0.236 1.280
N: 7.552 0.330 2.375
N: 5.556 0.351 3.545
H: 8.077 0.381 3.226
H: 8.038 0.288 1.499
H: 4.554 0.338 3.539
H: 6.043 0.404 4.418
C: -0.855 1.468 3.420
O: -0.371 1.289 2.314
N: -1.913 2.313 3.609
N: -0.396 0.829 4.534
H: -2.342 2.485 4.499
H: -2.256 2.800 2.802
H: 0.357 0.179 4.412
H: -0.792 0.955 5.446
C: -5.555 3.959 4.030
O: -5.953 4.816 4.801
N: -5.246 2.691 4.451
N: -5.388 4.186 2.694
H: -4.933 1.968 3.828
H: -5.358 2.478 5.425
H: -5.612 5.103 2.354
H: -5.096 3.482 2.043
C: -9.507 2.917 6.325
O: -9.322 1.738 6.583
N: -10.686 3.550 6.621
N: -8.559 3.691 5.725
H: -10.858 4.515 6.420
H: -11.400 3.003 7.063
H: -7.677 3.267 5.513
H: -8.670 4.665 5.517

Cartesian forces, eV/Å:
-0.56 0.11 0.02
0.22 -0.67 -0.20
-0.21 0.35 -0.01
0.30 0.27 0.26
-0.18 -0.20 -0.22
-0.09 0.14 0.07
0.08 0.04 0.25
-0.32 0.22 -0.16
0.47 -0.07 0.03
-0.54 -0.57 -0.07
0.23 -0.01 0.13
0.02 0.52 0.40
0.09 -0.19 -0.50
-0.26 -0.11 -0.07
0.19 0.10 -0.20
0.07 -0.01 0.13
0.21 -0.12 -0.03
0.13 0.06 -0.02
-0.01 0.00 0.09
-0.03 0.02 -0.06
0.02 0.10 0.00
0.00 -0.04 0.01
0.08 -0.10 0.03
0.00 0.08 -0.13
-0.05 -0.07 -0.02
0.02 -0.03 0.03
0.06 -0.07 -0.01
-0.03 0.02 0.02
0.24 0.00 0.15
0.01 -0.03 0.01
-0.03 0.08 -0.02
0.05 0.13 0.07
-0.15 0.00 0.16
-0.04 0.02 -0.05
0.08 -0.07 -0.02
0.03 -0.02 0.03
-0.01 -0.01 0.01
0.00 0.01 -0.01
0.00 0.02 -0.01
0.00 0.00 0.01
-0.01 0.00 -0.01
0.05 0.02 -0.05
-0.01 0.02 0.01
0.00 0.04 0.03
-0.03 0.03 0.03
0.02 -0.02 -0.02
-0.01 -0.02 0.00
-0.01 -0.02 0.03
0.02 -0.05 -0.04
0.03 -0.11 0.09
0.00 0.02 0.00
-0.12 0.11 -0.15
0.03 0.06 0.02
0.00 -0.07 -0.06
-0.01 -0.02 -0.01
0.02 0.02 -0.01
-0.07 -0.08 0.01
0.03 0.00 0.01
-0.02 0.14 0.13
-0.02 0.01 0.00
0.02 0.00 -0.02
0.00 -0.01 0.01
0.00 -0.01 -0.01
-0.01 0.00 -0.01
0.01 0.00 0.00
-0.18 0.01 -0.04
0.16 0.04 -0.04
-0.05 -0.09 0.07
0.04 0.07 -0.03
0.01 0.05 0.00
0.05 0.08 0.02
-0.02 -0.03 0.00
-0.02 -0.01 0.00
0.01 -0.06 -0.02
0.00 -0.01 -0.05
0.14 0.00 -0.03
0.11 0.02 0.04
-0.08 -0.04 0.00
-0.03 0.01 0.01
-0.02 0.00 0.00
-0.06 -0.03 -0.01
0.01 -0.02 0.01
0.00 0.01 0.00
0.01 0.00 -0.02
-0.14 -0.05 -0.04
0.01 0.00 0.00
0.00 -0.01 0.00
0.02 0.07 0.02
0.04 0.02 0.05

Summary:
Molar mass: 712.7 g/mol
DFT total energy: -93693.26192 eV
LUMO energy: 0.006 eV
Highest occupied orbital energy: -9.473 eV
Maximum force: 0.79 eV/Å


Entry 2:
This record from OMol25 describes an isolated ion of composition C3N3O2 and charge -1 in a non-equilibrium geometry. The level of theory is wB97M-V/def2-TZVPD.

Atoms and positions in Å:
C: -0.773 0.567 1.156
C: -0.657 0.520 -1.151
C: 1.153 -0.837 0.031
N: -1.343 0.958 2.085
N: -1.023 0.716 -2.240
N: -0.234 0.220 0.036
O: 1.871 -0.651 0.986
O: 1.007 -1.494 -0.904

Cartesian forces, eV/Å:
-1.49 1.37 0.99
-1.49 0.51 -2.15
1.31 1.34 3.48
0.26 -0.29 0.27
0.41 -0.01 0.95
1.77 -0.71 0.30
-0.57 0.45 -0.04
-0.20 -2.67 -3.82

Summary:
SMILES: N#CN(C#N)C(=O)[O-]
Molar mass: 110.1 g/mol
DFT total energy: -11677.54922 eV
Energy relative to the best compared isomer or geometry (same formula, charge and spin): 7.8 kcal per mole
LUMO energy: 4.057 eV
Total charge: -1
Highest occupied orbital energy: -5.630 eV
Maximum force: 4.66 eV/Å


Entry 3:
This record from OMol25 describes a single C3H3Br molecule in a non-equilibrium geometry. The level of theory is wB97M-V/def2-TZVPD.

Atoms and positions in Å:
C: -0.083 -0.607 0.546
C: 0.258 0.622 0.772
C: -0.735 -0.368 -0.743
Br: -2.551 0.147 -0.819
H: -0.049 -1.510 1.124
H: 0.305 1.631 0.456
H: -0.177 -0.094 -1.617

Cartesian forces, eV/Å:
-0.11 -0.53 0.06
-1.09 -1.12 -1.53
0.95 1.69 1.58
-0.10 -0.19 -0.06
0.10 -0.27 0.30
0.20 0.52 -0.11
0.06 -0.09 -0.24

Summary:
Molar mass: 119.0 g/mol
DFT total energy: -73197.56608 eV
Energy relative to the best compared isomer or geometry (same formula, charge and spin): 55.6 kcal per mole
LUMO energy (spin up / spin down): 0.114 / 0.112 eV
Highest occupied orbital energy (spin up / spin down): -8.283 / -8.288 eV
Maximum force: 2.50 eV/Å